1.
{
  "formula": "C2H12N2O3",
  "method": "ωB97M-V/def2-TZVPD",
  "species": ["H", "N", "C", "N", "C", "H", "H", "H", "H", "H", "O", "H", "H", "O", "H", "H", "O", "H", "H"],
  "xyz": [[1.2278, 0.4276, 0.5081], [0.4383, -0.1511, 0.3482], [-0.3560, -0.7717, 1.1032], [-0.8813, -1.9821, 0.7230], [-2.1397, -2.4735, 1.2180], [-0.9060, -0.2600, 1.9791], [-0.2761, -2.4785, 0.1053], [-2.8918, -2.2831, 0.4221], [-2.1322, -3.5340, 1.5008], [-2.3506, -1.8996, 2.1474], [0.0678, 2.6762, -1.2051], [0.4038, 2.8869, -2.1309], [-0.6743, 3.2739, -1.0881], [0.5197, 0.3480, -2.8130], [0.8257, -0.4205, -2.2976], [0.5579, 1.0494, -2.1466], [3.0584, 1.9801, 0.8290], [3.3902, 1.8040, -0.0565], [2.1185, 1.8079, 0.8535]],
  "forces_ev_per_a": [[-0.4054, 0.6471, 0.9125], [1.0129, -1.7510, -1.3146], [-1.6446, 1.2721, 0.4596], [0.7048, 0.9243, 1.1948], [-0.3203, 0.3753, -0.0425], [0.8957, -1.0970, -0.6384], [-0.1400, -0.3783, -0.5161], [-0.0477, -0.2699, 0.8605], [0.1545, 0.2304, -0.2674], [-0.2439, -0.3203, -0.7149], [0.9581, 0.4980, -1.8282], [-0.6830, -0.1289, 1.7575], [-0.1497, 0.0094, 0.0435], [0.5344, -0.3084, 0.3003], [-0.2966, 0.3792, -0.2550], [-0.4027, -0.4054, 0.0242], [0.5882, 0.0651, 0.3259], [-0.3351, -0.0326, -0.0136], [-0.1795, 0.2908, -0.2881]],
  "lowdin_charge": [-0.0038, 0.0840, -0.3307, -0.0738, -0.1076, 0.1390, 0.1194, 0.0870, 0.0776, 0.0819, -0.0780, 0.0854, 0.0453, -0.0923, 0.0221, -0.0380, -0.0496, 0.0415, -0.0095],
  "total_charge": 0,
  "multiplicity": 1,
  "smiles": "[H]/N=C/NC.O.O.O",
  "energy_ha": -418.573840,
  "e_above_lowest_kcal_mol": 40.9,
  "fmax_ev_per_a": 2.41
}

2.
{
  "formula": "C2H12N3Si",
  "method": "ωB97M-V/def2-TZVPD",
  "species": ["C", "C", "N", "N", "N", "Si", "H", "H", "H", "H", "H", "H", "H", "H", "H", "H", "H", "H"],
  "xyz": [[1.1773, 1.7774, 0.7519], [-2.1179, -0.7604, -1.3154], [1.7764, -0.8889, -0.7767], [0.9682, -0.9274, 2.0228], [-1.4621, 0.3458, -0.6629], [1.2190, -0.0263, 0.5752], [0.2167, 2.2870, 0.4999], [1.3454, 2.0266, 1.7375], [1.9403, 2.2554, 0.1240], [-2.2185, -1.5672, -0.5867], [-3.1576, -0.4900, -1.5482], [2.1339, -1.7538, -1.0355], [1.7137, -0.3108, -1.6374], [-1.6081, -1.0382, -2.2370], [1.4068, -1.7976, 2.1889], [-1.8001, 0.3803, 0.3276], [-1.7702, 1.1597, -1.1650], [0.2369, -0.6717, 2.7370]],
  "forces_ev_per_a": [[-0.9694, 0.6290, -2.5659], [-1.2056, -0.6568, 0.1342], [-1.0805, 3.8353, 0.0960], [-1.2528, 2.2239, -0.7466], [0.7777, -0.0006, 1.8817], [-0.7572, -2.2763, 0.2966], [0.5884, -0.7554, -0.0799], [0.6928, 0.4120, 2.3229], [-0.0574, -0.1529, 0.1436], [0.3766, -0.3478, -0.4755], [0.1812, -0.1576, -0.2552], [0.5523, -1.9262, 0.2508], [0.1812, -0.4626, 0.7878], [0.0157, -0.2505, 0.2018], [0.1652, -0.9980, 0.1460], [0.0944, 0.4254, -1.3980], [0.2378, 0.7906, 0.3492], [1.4596, -0.3313, -1.0894]],
  "lowdin_charge": [-0.1523, -0.1778, -0.0075, -0.0312, -0.0936, 0.6873, 0.0628, 0.0110, 0.0623, 0.0809, 0.0845, 0.0320, 0.0771, 0.0782, 0.0299, 0.0915, 0.0743, 0.0906],
  "total_charge": 1,
  "multiplicity": 1,
  "energy_ha": -536.963828,
  "e_above_lowest_kcal_mol": 0.0,
  "fmax_ev_per_a": 3.99
}

3.
{
  "formula": "C2H12NO2S2",
  "method": "ωB97M-V/def2-TZVPD",
  "species": ["N", "C", "C", "S", "S", "H", "H", "H", "H", "H", "H", "H", "H", "H", "H", "O", "H", "H", "O"],
  "xyz": [[-0.3194, 1.2597, 0.5485], [0.7099, 0.2346, 1.0543], [1.0072, -0.7538, -0.0331], [2.3133, -1.9020, 0.5958], [2.9168, -2.8195, -1.1087], [-0.8807, 0.8418, -0.1963], [-1.2283, 3.5550, -1.3364], [-1.0586, 1.6246, 1.1501], [0.1453, -0.1051, 1.9292], [1.5360, 0.7973, 1.4851], [0.1613, -1.3359, -0.3760], [1.3679, -0.2653, -0.9519], [2.3906, -4.0649, -1.0700], [-1.6018, -1.4909, 1.2505], [-1.9020, -1.7369, -0.1701], [-2.1076, -1.0907, 0.5268], [-2.1466, 2.5638, -2.0592], [0.1485, 2.0606, 0.1343], [-1.4519, 2.6277, -1.3728]],
  "forces_ev_per_a": [[0.4654, -0.0446, -1.0053], [-2.0907, 1.0948, 1.3169], [0.9366, -0.4644, -0.5837], [-0.3599, 0.1443, 0.0904], [0.4665, -0.0376, -0.5749], [0.1053, -0.0640, -0.1566], [0.0020, 0.5448, -0.1332], [0.4273, -0.2005, 0.6936], [0.5938, -0.9636, -0.1578], [0.2905, -0.1149, -0.4951], [-0.2807, 0.0117, 0.3906], [0.2359, 0.0965, 0.4499], [-0.3064, 0.3128, 0.3939], [-0.4045, 0.1693, 0.2383], [-0.5710, 0.3010, -0.0628], [0.7466, -0.5313, -0.1452], [0.5157, 0.0615, 0.4987], [-0.0906, 0.0543, -0.1798], [-0.6817, -0.3702, -0.5779]],
  "lowdin_charge": [0.1519, -0.2157, -0.5524, 0.4434, 0.3500, 0.1118, 0.0555, 0.1700, 0.1243, 0.1310, 0.0496, 0.0902, -0.1687, 0.0541, 0.0623, -0.0442, 0.0866, 0.1433, -0.0430],
  "total_charge": 1,
  "multiplicity": 1,
  "energy_ha": -1084.754023,
  "e_above_lowest_kcal_mol": 16.2,
  "fmax_ev_per_a": 2.70
}

4.
{
  "formula": "C2H12NO3",
  "method": "ωB97M-V/def2-TZVPD",
  "species": ["C", "C", "N", "H", "H", "H", "H", "H", "H", "H", "H", "O", "H", "H", "O", "H", "H", "O"],
  "xyz": [[0.3353, 1.1630, -2.0992], [-0.7610, -1.0064, -1.9241], [-0.1898, -0.0143, -1.3586], [0.8725, 0.7972, -2.9624], [-0.5340, 1.7793, -2.2893], [0.9665, 1.7023, -1.4013], [-1.0825, -0.8764, -2.9534], [-1.0092, -1.9380, -1.4496], [-0.4435, 0.1652, -0.3841], [-2.5189, -2.1047, 0.9082], [-2.8871, -3.3599, 0.3152], [-2.3437, -2.5926, 0.0831], [-1.7308, 0.5418, 2.0203], [-2.4490, 0.7243, 0.6506], [-1.7596, 0.2274, 1.1063], [5.1422, 2.3465, 3.6896], [5.4018, 1.0468, 4.4228], [4.9910, 1.3986, 3.6257]],
  "forces_ev_per_a": [[-0.7688, -0.4377, 0.9465], [-0.0764, 0.3938, -0.7915], [-0.8511, 0.3129, -0.2879], [-0.0301, 0.2849, -0.2030], [0.0641, 0.3303, -0.6104], [0.2909, -0.0381, -0.1650], [0.8872, -0.3367, -0.4317], [-0.4630, 0.1321, 0.8760], [0.9211, -0.7349, 0.8624], [0.5810, 0.5060, -0.4942], [0.2136, -0.3753, -0.7420], [-0.7652, -0.1196, 1.1888], [-0.0265, 0.0656, -0.2015], [-0.1634, 0.0543, 0.3616], [0.2031, -0.0407, -0.2975], [-0.0021, 0.0242, -0.0543], [-0.0225, -0.0675, -0.0590], [0.0081, 0.0463, 0.1027]],
  "lowdin_charge": [0.0183, 0.1781, 0.0061, 0.1044, 0.1050, 0.1045, 0.1327, 0.0883, 0.1222, 0.0392, 0.0619, -0.0713, 0.0797, 0.0689, -0.0379, 0.0314, 0.0352, -0.0666],
  "total_charge": 1,
  "multiplicity": 1,
  "energy_ha": -363.590794,
  "e_above_lowest_kcal_mol": 37.7,
  "fmax_ev_per_a": 1.46
}

5.
{
  "formula": "C2H12NO3",
  "method": "ωB97M-V/def2-TZVPD",
  "species": ["C", "C", "N", "H", "H", "H", "H", "H", "H", "H", "H", "O", "H", "H", "O", "H", "H", "O"],
  "xyz": [[1.4098, -0.9343, -1.5517], [2.0333, 0.6629, 0.3389], [1.2856, -0.2389, -0.2621], [2.1235, -0.5454, -2.2966], [1.7142, -1.9559, -1.3838], [0.4851, -0.8826, -2.1105], [2.3510, 1.3936, -0.3696], [1.6001, 1.0483, 1.3394], [0.7220, -0.9115, 0.4305], [0.9114, 1.6681, 3.9478], [2.0774, 0.8018, 4.2671], [1.3174, 0.8042, 3.6190], [-1.2436, -1.5003, 1.5470], [-0.3310, -1.1718, 2.7556], [-0.2942, -1.2701, 1.7886], [-5.1636, 1.5704, -4.5032], [-5.8071, 0.3944, -3.8422], [-5.1913, 1.0671, -3.7143]],
  "forces_ev_per_a": [[0.6999, 0.9415, -1.3915], [-5.2399, 0.4555, -0.9116], [1.0870, -2.3398, 3.0289], [0.1355, 0.4819, 0.9017], [-0.2292, -0.3163, 0.3428], [-0.5853, -0.2147, 0.4141], [1.8181, 0.3307, -0.2078], [1.5273, -1.2918, -1.0070], [0.7938, 1.9911, -0.9360], [0.2593, -1.5987, -0.9071], [-0.8481, -0.5438, -1.1048], [0.5259, 2.1460, 1.9271], [1.7531, 0.3674, 0.3654], [0.3868, 0.1004, -0.3396], [-2.1005, -0.5019, -0.1809], [-0.0390, 0.7104, -1.1901], [-1.6333, -1.6953, -0.4048], [1.6889, 0.9774, 1.6011]],
  "lowdin_charge": [-0.0213, 0.1824, -0.0199, 0.1081, 0.1030, 0.1016, 0.1057, 0.1252, 0.1448, 0.0884, 0.0791, -0.1075, 0.1123, 0.0668, -0.0689, 0.0176, 0.0000, -0.0176],
  "total_charge": 1,
  "multiplicity": 1,
  "energy_ha": -363.567580,
  "e_above_lowest_kcal_mol": 52.3,
  "fmax_ev_per_a": 5.34
}

6.
{
  "formula": "C2H12NO3",
  "method": "ωB97M-V/def2-TZVPD",
  "species": ["C", "C", "N", "H", "H", "H", "H", "H", "H", "H", "H", "O", "H", "H", "O", "H", "H", "O"],
  "xyz": [[1.6157, -1.1811, -1.5747], [-0.1902, 0.4317, -1.6440], [0.2065, -0.7787, -1.5490], [1.8132, -1.8380, -0.7370], [1.8481, -1.7010, -2.4903], [2.2411, -0.2964, -1.5301], [0.4949, 1.0786, -2.1841], [-1.1485, 0.7507, -1.2938], [-0.4744, -1.4673, -1.2105], [0.2237, 2.2362, 3.8974], [0.6576, 0.7494, 3.9060], [0.4571, 1.4881, 3.3261], [-2.7962, -1.6271, -0.6713], [-2.3143, -2.2498, 0.6535], [-2.0118, -1.7524, -0.1135], [0.1945, 2.5282, 0.2973], [0.4498, 1.5687, 1.4661], [0.1539, 1.5934, 0.5268]],
  "forces_ev_per_a": [[0.0498, 0.1687, -0.7072], [1.0913, -0.6000, -0.6640], [-0.4417, 0.0812, 0.7054], [-0.0742, 0.0378, 0.1810], [-0.0378, -0.3121, -0.2922], [-0.0056, 0.0592, 0.1807], [-0.0980, 0.4909, 0.6314], [-0.5436, -0.1314, -0.2558], [0.0968, 0.1379, 0.4481], [0.1129, -0.3562, -0.1642], [0.0251, 0.0132, 0.1093], [-0.0731, 0.3565, 0.0249], [0.1497, -0.1631, 0.3481], [0.0340, -0.0169, 0.0003], [-0.2693, 0.1503, -0.5027], [0.0037, 0.0303, 0.0416], [-0.3241, -0.1785, -0.3134], [0.3039, 0.2322, 0.2288]],
  "lowdin_charge": [0.0049, 0.1240, -0.0011, 0.1075, 0.0984, 0.1014, 0.1286, 0.1106, 0.1178, 0.0722, 0.0598, -0.0415, 0.0732, 0.0695, -0.0407, 0.0607, 0.0233, -0.0684],
  "total_charge": 1,
  "multiplicity": 1,
  "energy_ha": -363.619627,
  "e_above_lowest_kcal_mol": 19.6,
  "fmax_ev_per_a": 1.41
}